69
Properties=species:S:1:pos:R:3 method="wB97M-V/def2-TZVPD" multiplicity=2 total_energy_ev=-89354.64739 e_above_lowest_kcal_mol=37.8 charge=-1
Rh 1.924 -1.381 -0.717
N 1.770 -3.824 2.863
C 2.105 -3.113 1.756
S 1.480 -3.595 0.239
N 2.934 -2.091 1.976
N 3.166 -1.424 0.838
C 4.243 -0.738 0.717
C 4.566 -0.284 -0.628
C 5.652 0.540 -0.901
C 5.952 0.855 -2.212
C 5.157 0.342 -3.227
C 4.080 -0.453 -2.881
N 3.786 -0.768 -1.616
H 1.279 -4.688 2.733
H 2.329 -3.694 3.689
H 4.923 -0.627 1.553
H 6.240 0.925 -0.078
H 6.793 1.497 -2.443
H 5.352 0.560 -4.267
H 3.402 -0.843 -3.628
C 0.840 3.110 -0.096
C 1.791 2.825 -1.243
O 1.669 1.497 -1.751
P 0.216 0.977 -2.351
S 0.868 -0.999 -2.838
S -0.957 -1.515 -3.608
O 0.313 1.741 -3.807
C -0.913 2.077 -4.464
C -1.184 3.562 -4.327
H 1.080 4.085 0.337
H 0.935 2.343 0.677
H -0.198 3.135 -0.432
H 2.824 2.906 -0.902
H 1.651 3.532 -2.067
H -1.731 1.482 -4.054
H -0.800 1.788 -5.509
H -1.348 3.824 -3.279
H -2.075 3.844 -4.896
H -0.336 4.141 -4.698
O 1.321 1.036 1.806
C 0.390 0.283 1.555
N -0.781 0.250 2.295
C -1.766 -0.584 1.662
C -0.917 -1.217 0.524
O -1.381 -2.061 -0.202
N 0.310 -0.597 0.498
C -2.926 0.242 1.110
C -3.142 0.412 -0.254
C -4.186 1.221 -0.695
C -5.017 1.861 0.211
C -4.809 1.687 1.575
C -3.773 0.879 2.016
C -2.257 -1.718 2.560
C -3.286 -2.548 2.115
C -3.716 -3.611 2.892
C -3.127 -3.860 4.128
C -2.099 -3.044 4.570
C -1.661 -1.980 3.786
H -1.017 1.060 2.841
H -2.514 -0.094 -0.980
H -4.343 1.343 -1.760
H -5.828 2.488 -0.140
H -5.457 2.175 2.293
H -3.626 0.725 3.081
H -3.729 -2.365 1.144
H -4.509 -4.254 2.529
H -3.467 -4.690 4.737
H -1.624 -3.235 5.526
H -0.839 -1.357 4.116

***

69
Properties=species:S:1:pos:R:3 method="wB97M-V/def2-TZVPD" multiplicity=2 total_energy_ev=-89355.16962 e_above_lowest_kcal_mol=25.8 charge=-1
Rh -1.867 -1.018 1.335
N -4.519 -1.421 -2.023
C -3.995 -1.268 -0.780
S -3.180 -2.588 -0.057
N -4.207 -0.079 -0.220
N -3.560 0.006 0.952
C -4.013 0.755 1.899
C -3.369 0.618 3.187
C -3.667 1.443 4.271
C -3.059 1.203 5.487
C -2.162 0.147 5.599
C -1.900 -0.622 4.482
N -2.489 -0.407 3.305
H -4.497 -2.331 -2.443
H -5.147 -0.718 -2.370
H -4.892 1.371 1.751
H -4.364 2.259 4.139
H -3.277 1.832 6.340
H -1.663 -0.076 6.531
H -1.191 -1.440 4.508
C 1.474 2.699 2.435
C 1.227 1.728 3.575
O 0.620 0.506 3.154
P 1.422 -0.460 2.091
S 0.066 -2.107 2.195
S 1.306 -3.341 1.139
O 2.606 -0.945 3.124
C 3.876 -1.288 2.567
C 4.886 -0.203 2.880
H 1.832 3.650 2.839
H 0.553 2.865 1.877
H 2.227 2.318 1.743
H 0.527 2.159 4.294
H 2.156 1.498 4.107
H 3.781 -1.444 1.491
H 4.165 -2.245 3.004
H 4.595 0.736 2.403
H 5.875 -0.483 2.511
H 4.950 -0.036 3.956
O -0.934 1.766 0.333
C -0.740 0.930 -0.535
N -0.245 1.233 -1.797
C 0.109 0.013 -2.497
C -0.544 -1.052 -1.564
O -0.612 -2.220 -1.859
N -0.982 -0.421 -0.437
C 1.624 -0.165 -2.543
C 2.291 -1.093 -1.751
C 3.679 -1.162 -1.785
C 4.410 -0.314 -2.602
C 3.747 0.612 -3.399
C 2.364 0.679 -3.371
C -0.512 -0.085 -3.878
C -0.164 -1.147 -4.709
C -0.751 -1.283 -5.956
C -1.692 -0.358 -6.393
C -2.047 0.696 -5.566
C -1.463 0.829 -4.311
H 0.364 2.035 -1.844
H 1.746 -1.771 -1.103
H 4.183 -1.890 -1.162
H 5.492 -0.373 -2.623
H 4.308 1.275 -4.048
H 1.845 1.387 -4.010
H 0.559 -1.874 -4.363
H -0.476 -2.117 -6.590
H -2.148 -0.464 -7.370
H -2.785 1.419 -5.893
H -1.751 1.640 -3.655

***

62
Properties=species:S:1:pos:R:3 method="wB97M-V/def2-TZVPD" multiplicity=2 total_energy_ev=-69915.56474 e_above_lowest_kcal_mol=0.0 charge=+3
Yb 0.136 -0.309 0.065
C 1.671 2.513 0.271
N 0.270 2.057 0.085
C -0.271 2.501 -1.224
C 0.305 1.698 -2.366
C 0.779 2.302 -3.510
C 1.202 1.505 -4.568
C 1.147 0.125 -4.438
C 0.692 -0.404 -3.247
N 0.277 0.356 -2.223
C -0.577 2.514 1.212
C -0.250 1.740 2.470
C -0.316 2.333 3.713
C -0.044 1.570 4.841
C 0.301 0.234 4.688
C 0.351 -0.288 3.414
N 0.072 0.438 2.317
C 2.716 1.541 -0.223
C 3.922 2.011 -0.703
C 4.938 1.109 -0.985
C 4.712 -0.244 -0.773
C 3.471 -0.637 -0.326
N 2.471 0.226 -0.065
H 1.815 3.488 -0.196
H 1.846 2.646 1.340
H -1.351 2.344 -1.213
H -0.096 3.566 -1.381
H 0.799 3.382 -3.588
H 1.565 1.957 -5.483
H 1.453 -0.531 -5.242
H 0.648 -1.478 -3.105
H -0.460 3.585 1.390
H -1.622 2.343 0.946
H -0.572 3.381 3.802
H -0.093 2.016 5.826
H 0.535 -0.390 5.539
H 0.628 -1.324 3.255
H 4.076 3.075 -0.832
H 5.896 1.458 -1.349
H 5.483 -0.981 -0.951
H 3.266 -1.685 -0.147
C -4.098 -0.753 -1.230
C -2.988 -1.120 -0.306
O -2.008 -0.336 -0.114
N -3.034 -2.281 0.319
C -2.038 -2.730 1.293
C -0.892 -3.480 0.648
C -0.840 -4.858 0.695
C 0.184 -5.529 0.038
C 1.126 -4.792 -0.662
C 1.018 -3.418 -0.652
N 0.044 -2.754 -0.003
H -4.230 0.326 -1.231
H -5.034 -1.236 -0.956
H -3.835 -1.061 -2.245
H -3.827 -2.881 0.138
H -2.543 -3.369 2.012
H -1.684 -1.858 1.842
H -1.597 -5.407 1.241
H 0.238 -6.610 0.065
H 1.930 -5.270 -1.204
H 1.740 -2.816 -1.193

***

60
Properties=species:S:1:pos:R:3 method="wB97M-V/def2-TZVPD" multiplicity=5 total_energy_ev=-137029.22614 e_above_lowest_kcal_mol=9.9 charge=-1
Fe 0.805 0.177 -0.430
O 1.020 0.119 1.570
N 0.960 1.265 2.254
C 0.901 1.126 3.598
C 0.838 2.201 4.430
C 0.827 3.478 3.844
C 0.879 3.598 2.490
C 0.946 2.471 1.626
S 1.028 2.578 -0.070
H 0.899 0.096 3.918
H 0.785 2.045 5.496
H 0.770 4.362 4.465
H 0.863 4.567 2.010
C 5.207 -0.710 -3.015
C 5.263 -0.159 -1.594
As 3.581 -0.335 -0.663
C 4.197 0.080 1.140
C 4.530 1.565 1.283
C 3.452 -2.286 -0.546
C 4.647 -3.029 0.037
H 6.140 -0.526 -3.550
H 4.401 -0.255 -3.593
H 5.036 -1.788 -3.018
H 5.504 0.904 -1.590
H 6.015 -0.668 -0.989
H 5.062 -0.548 1.359
H 3.382 -0.204 1.804
H 5.399 1.848 0.683
H 4.762 1.814 2.322
H 3.697 2.194 0.965
H 3.222 -2.628 -1.556
H 2.550 -2.478 0.038
H 5.576 -2.798 -0.489
H 4.502 -4.110 -0.029
H 4.800 -2.788 1.090
C -0.845 -0.443 -1.090
C -2.086 -0.479 -1.115
C -3.474 -0.483 -1.067
C -4.073 -0.422 0.261
C -5.387 0.024 0.526
C -5.891 0.111 1.817
C -5.122 -0.232 2.923
C -3.812 -0.650 2.690
C -3.302 -0.738 1.407
C -4.200 -0.514 -2.336
C -3.584 -0.068 -3.524
C -4.224 -0.120 -4.751
C -5.517 -0.624 -4.872
C -6.136 -1.095 -3.720
C -5.497 -1.048 -2.488
H -6.007 0.352 -0.296
H -6.905 0.473 1.958
H -5.521 -0.165 3.928
H -3.172 -0.914 3.526
H -2.276 -1.052 1.257
H -2.575 0.323 -3.457
H -3.703 0.245 -5.631
H -6.018 -0.659 -5.832
H -7.130 -1.526 -3.780
H -5.992 -1.473 -1.627

***

73
Properties=species:S:1:pos:R:3 method="wB97M-V/def2-TZVPD" total_energy_ev=-280445.53310
C 8.324 1.575 -1.997
C 7.595 0.258 -2.617
Br 8.302 0.148 -4.512
C 6.001 0.421 -2.759
Br 5.373 2.253 -2.173
N 5.172 -0.573 -2.046
P 5.469 -0.705 -0.335
O 6.799 -1.350 0.090
C 4.984 -1.849 -2.764
Br 6.506 -3.124 -2.717
C 3.596 -2.608 -2.333
C 3.785 -3.660 -1.138
C 3.939 -5.192 -1.592
O 3.207 -5.555 -2.788
O 2.712 -1.556 -1.865
C 1.424 -1.581 -2.500
C 1.465 -1.068 -4.047
I 0.336 -3.470 -2.277
C 0.527 -0.467 -1.719
C -0.716 0.055 -2.475
C -1.560 1.157 -1.748
C -1.053 1.625 -0.339
C 0.203 0.913 0.209
N 0.988 -0.096 -0.424
H 7.994 1.804 -0.931
H 9.448 1.306 -1.986
H 8.244 2.476 -2.710
H 7.947 -0.699 -2.116
H 5.718 0.374 -3.877
H 5.464 0.633 0.225
H 4.318 -1.353 0.265
H 4.826 -1.578 -3.877
H 3.189 -3.064 -3.295
H 2.818 -3.604 -0.505
H 4.640 -3.431 -0.418
H 5.072 -5.402 -1.681
H 3.580 -5.871 -0.729
H 3.911 -5.831 -3.426
H 0.467 -1.265 -4.580
H 1.783 0.026 -4.051
H 2.255 -1.646 -4.661
H -1.082 -0.277 -3.496
H -2.482 1.653 -2.189
H -1.614 2.452 0.246
H 0.553 1.246 1.256
O -3.427 2.957 1.391
C -4.188 3.909 1.345
C -3.831 5.170 0.687
C -4.686 6.195 0.674
O -4.369 7.370 0.065
C -6.024 6.100 1.324
O -6.771 7.063 1.308
C -6.390 4.831 1.961
C -5.536 3.804 1.972
O -5.863 2.620 2.557
H -2.856 5.227 0.221
H -5.147 7.947 0.195
H -7.371 4.769 2.414
H -5.082 2.043 2.434
O -7.743 -3.440 6.463
C -7.106 -2.641 5.798
C -6.806 -2.861 4.380
C -6.091 -1.970 3.690
O -5.807 -2.159 2.372
C -5.572 -0.728 4.331
O -4.907 0.057 3.675
C -5.893 -0.496 5.742
C -6.610 -1.386 6.431
O -6.918 -1.184 7.741
H -7.186 -3.767 3.927
H -5.281 -1.380 2.105
H -5.525 0.418 6.190
H -7.439 -1.966 8.009

***

69
Properties=species:S:1:pos:R:3 method="wB97M-V/def2-TZVPD" total_energy_ev=-115248.20620 e_above_lowest_kcal_mol=10.5 charge=+1
Co -0.255 -0.251 -0.348
N 0.397 -1.086 1.323
C -0.341 -2.330 1.636
C -1.362 -2.621 0.542
O -2.112 -3.556 0.607
O -1.358 -1.750 -0.452
H 1.386 -1.263 1.182
H 0.327 -0.379 2.050
H -0.857 -2.247 2.590
H 0.346 -3.172 1.695
N -0.159 7.317 -2.296
C 0.041 6.235 -1.487
C 1.111 6.208 -0.582
C 1.328 5.106 0.218
C 0.474 4.014 0.132
C -0.591 4.020 -0.762
C -0.806 5.117 -1.568
S 0.731 2.637 1.173
O -0.448 2.383 1.963
O 1.985 2.786 1.845
N 0.821 1.332 0.179
C 1.852 1.106 -0.658
N 1.695 -0.144 -1.165
C 2.530 -0.550 -2.121
C 3.572 0.256 -2.524
C 3.674 1.504 -1.910
N 2.824 1.947 -0.994
H 0.360 8.162 -2.139
H -1.001 7.394 -2.835
H 1.776 7.061 -0.517
H 2.161 5.078 0.907
H -1.253 3.163 -0.816
H -1.636 5.126 -2.264
H 2.355 -1.532 -2.543
H 4.274 -0.065 -3.277
H 4.471 2.186 -2.185
C -2.367 -0.656 -3.094
S -0.649 -0.302 -2.721
C -0.534 1.405 -3.279
H -2.450 -0.838 -4.164
H -3.002 0.177 -2.804
H -2.638 -1.548 -2.536
H -1.336 1.986 -2.827
H -0.592 1.447 -4.364
H 0.426 1.803 -2.952
O -1.876 0.916 -0.214
S -3.308 0.438 0.094
C -4.168 1.979 0.275
C -3.561 3.079 0.867
C -4.292 4.250 0.982
C -5.603 4.307 0.519
C -6.191 3.201 -0.076
C -5.466 2.024 -0.210
C -3.285 -0.146 1.770
C -2.486 0.452 2.737
C -2.527 -0.052 4.027
C -3.353 -1.130 4.333
C -4.137 -1.718 3.352
C -4.101 -1.230 2.054
H -2.535 3.027 1.212
H -3.837 5.120 1.436
H -6.166 5.225 0.620
H -7.207 3.252 -0.441
H -5.907 1.154 -0.681
H -1.847 1.291 2.484
H -1.920 0.404 4.798
H -3.378 -1.516 5.344
H -4.760 -2.569 3.588
H -4.681 -1.703 1.271

***

67
Properties=species:S:1:pos:R:3 method="wB97M-V/def2-TZVPD" multiplicity=4 total_energy_ev=-83821.49859 e_above_lowest_kcal_mol=0.0
Cr 1.144 -0.595 -0.796
C 4.022 6.736 0.053
C 2.997 5.650 -0.124
C 3.391 4.341 -0.403
C 2.460 3.326 -0.540
C 1.112 3.635 -0.395
C 0.692 4.925 -0.123
C 1.640 5.929 0.010
S -0.054 2.321 -0.603
O -1.336 2.778 -0.099
O 0.005 1.889 -1.977
N 0.547 1.108 0.265
C 0.352 0.981 1.613
C -0.112 1.932 2.508
C -0.310 1.616 3.863
C -0.056 0.368 4.367
C 0.439 -0.627 3.495
C 0.750 -1.939 3.913
C 1.214 -2.857 3.012
C 1.349 -2.471 1.669
N 1.077 -1.258 1.249
C 0.661 -0.313 2.139
H 4.948 6.494 -0.467
H 4.262 6.870 1.110
H 3.656 7.691 -0.323
H 4.444 4.116 -0.517
H 2.757 2.304 -0.758
H -0.365 5.131 -0.017
H 1.323 6.944 0.219
H -0.359 2.925 2.159
H -0.680 2.395 4.519
H -0.212 0.128 5.410
H 0.612 -2.199 4.956
H 1.466 -3.867 3.304
H 1.684 -3.182 0.922
N -0.121 -5.582 -2.970
C 0.866 -4.681 -2.626
C 0.548 -3.439 -2.055
N 1.497 -2.565 -1.770
C 2.770 -2.869 -2.058
C 3.058 -4.094 -2.624
N 2.122 -5.004 -2.899
H -0.934 -5.607 -2.377
H 0.238 -6.495 -3.204
H -0.474 -3.153 -1.833
H 3.482 -2.083 -1.836
H 4.079 -4.361 -2.865
O -1.023 -0.951 -1.004
C -2.088 -0.391 -0.760
C -2.616 -0.217 0.635
C -3.895 -1.087 0.726
C -3.908 -2.344 -0.177
C -4.369 -2.121 -1.632
C -3.413 -1.300 -2.504
N -2.984 -0.111 -1.758
H -2.817 0.833 0.845
H -1.852 -0.562 1.330
H -4.773 -0.481 0.487
H -4.018 -1.399 1.764
H -4.597 -3.065 0.268
H -2.922 -2.822 -0.159
H -5.339 -1.612 -1.603
H -4.548 -3.089 -2.108
H -3.887 -0.995 -3.436
H -2.515 -1.858 -2.762
H -3.774 0.419 -1.415
O 2.685 -0.140 -1.231